(1)
2 unconnected molecules or ions with the total composition C4H6O in a non-equilibrium geometry. Source: OMol25; level of theory: ωB97M-V with the def2-TZVPD basis set.

Properties
E_HOMO: -0.3411 Eh
Energy above the lowest of the compared OMol25 structures with the same formula, charge and spin: 250.0 kJ/mol
Total charge: 0
E_tot: -6289.3269 eV

Geometry (Å):
H1 -2.373 -0.301 0.916
H2 -1.528 0.922 -0.068
H3 -2.485 -0.227 -0.814
H4 3.211 1.052 0.632
H5 1.091 -2.270 0.317
H6 2.001 1.111 -0.716
O1 2.489 -0.654 -0.002
C1 2.579 0.554 -0.043
C2 -0.746 -1.011 -0.063
C3 0.223 -1.720 0.117
C4 -1.862 -0.134 -0.011



(2)
4 unconnected molecules or ions with the total composition C3H9N3O2 in a non-equilibrium geometry. Source: OMol25; level of theory: ωB97M-V with the def2-TZVPD basis set.

Properties
E_HOMO: -0.3577 Eh
Energy above the lowest of the compared OMol25 structures with the same formula, charge and spin: 276.2 kJ/mol
Total charge: 0
E_tot: -11821.1968 eV

Geometry (Å):
H1 -2.096 -2.328 1.881
H2 0.597 2.740 -1.848
H3 0.108 0.512 -2.724
C1 0.019 1.980 -1.294
H4 1.916 -1.843 0.530
C2 -1.119 -2.075 2.200
H5 -1.046 2.196 -1.418
N1 -0.011 -2.017 2.501
N2 1.873 -0.851 0.636
H6 -1.866 -0.423 0.453
O1 -1.382 -0.996 -0.197
H7 0.273 2.059 -0.234
H8 -0.703 -0.405 -0.576
C3 1.215 -0.208 1.407
O2 0.739 0.722 1.911
N3 0.270 0.612 -1.731
H9 1.213 0.325 -1.498



(3)
13 unconnected molecules or ions with the total composition C17H20Cl36F4NS in a non-equilibrium geometry. Source: OMol25; level of theory: ωB97M-V with the def2-TZVPD basis set.

Properties
E_HOMO: -0.4463 Eh
Total charge: +1
E_tot: -491945.5203 eV

Geometry (Å):
Cl1 -3.627 -8.053 3.469
C1 -3.002 5.819 -4.297
Cl2 4.959 8.571 2.734
Cl3 3.602 6.298 1.530
Cl4 5.626 3.636 -0.601
H1 -4.565 -9.393 -0.657
Cl5 -0.020 -4.301 -0.158
C2 -0.356 3.496 0.499
S1 -1.340 3.600 -1.062
F1 1.249 5.266 0.785
Cl6 -0.176 -11.262 3.902
Cl7 1.642 0.113 -4.736
Cl8 1.437 -9.704 5.753
H2 5.126 -4.649 -6.738
Cl9 -2.802 4.073 -4.497
Cl10 -0.080 -2.068 -5.593
Cl11 1.927 -1.001 -7.407
H3 -3.963 5.573 0.477
C3 -6.514 -0.389 0.338
C4 -3.999 4.786 1.301
Cl12 -0.876 -7.262 2.961
C5 -5.523 -9.904 -0.676
C6 5.312 -3.659 -6.329
H4 -3.194 5.090 2.049
Cl13 -6.642 -8.951 -1.659
Cl14 -1.630 -5.860 -2.011
H5 1.050 -1.008 0.433
Cl15 8.220 11.199 4.721
C7 -0.069 -10.607 5.543
H6 -7.459 -0.673 -0.117
Cl16 3.181 -1.719 -0.254
Cl17 1.859 0.820 -0.816
H7 6.518 9.685 5.298
C8 7.453 9.990 5.760
C9 -1.524 -5.206 -0.370
C10 5.167 7.072 1.818
H8 -0.070 -11.438 6.243
Cl18 7.093 10.675 7.349
Cl19 4.502 3.112 2.030
H9 -3.729 3.825 -1.542
F2 1.460 4.085 -1.144
Cl20 6.960 -3.622 -5.690
Cl21 -5.731 0.802 -0.715
Cl22 -1.465 -9.579 5.895
C11 -2.172 -8.382 2.522
H10 -5.000 4.749 1.824
N1 -3.778 2.328 1.465
Cl23 -4.586 6.187 -3.606
H11 1.862 3.309 0.784
Cl24 -2.520 -8.276 0.789
Cl25 5.891 1.001 0.597
C12 -3.646 3.349 0.671
Cl26 4.139 -3.361 -5.037
Cl27 5.995 7.387 0.289
H12 3.930 2.121 -0.021
C13 1.626 -0.909 -0.484
Cl28 -5.518 -1.838 0.501
C14 1.533 -1.353 -5.721
C15 4.864 2.427 0.439
H13 2.258 -2.072 -5.344
C16 -3.125 3.183 -0.814
Cl29 -5.284 -11.507 -1.383
F3 -0.242 2.123 0.844
H14 -1.313 4.957 -1.438
C17 1.167 3.997 0.215
H15 -2.938 6.286 -5.277
H16 -3.335 2.108 -1.135
H17 -1.841 -9.394 2.743
Cl30 -1.712 6.483 -3.280
H18 -1.526 -6.038 0.331
Cl31 8.486 8.562 5.917
Cl32 -6.113 -10.039 0.986
Cl33 -6.850 0.313 1.925
Cl34 5.121 -2.476 -7.628
Cl35 0.723 -1.666 -1.797
H19 -4.130 2.669 2.377
Cl36 -2.916 -4.175 -0.021
F4 -0.816 4.277 1.540
H20 5.781 6.395 2.407



(4)
A molecular structure, C21H14BrClIO4ReS4Sb. Source: OMol25; level of theory: ωB97M-V with the def2-TZVPD basis set.

Properties
E_HOMO: -0.4242 Eh
Total charge: +1
E_tot: -172862.4434 eV

Geometry (Å):
H1 -4.550 -0.206 -1.935
O1 -2.216 -1.301 1.043
C1 -0.733 5.758 -0.107
I1 -1.158 7.743 -0.531
C2 2.942 -3.614 -1.048
C3 -1.498 3.545 0.402
Sb1 1.771 0.073 4.139
S1 3.202 -1.475 4.674
H2 0.875 -3.301 -1.480
H3 4.316 -3.697 2.052
C4 -3.069 -0.722 0.157
C5 3.904 -3.715 -0.051
O2 1.346 1.342 0.829
H4 -2.803 5.203 0.072
O3 -0.842 0.907 0.948
H5 1.396 6.039 -0.227
C6 -3.512 -0.292 -2.226
C7 3.558 -3.596 1.288
C8 -1.783 -0.189 -3.898
H6 -3.862 0.112 -4.299
C9 0.594 5.336 -0.050
Re1 -0.476 -0.918 1.743
H7 -2.302 2.843 0.579
C10 -2.563 -0.587 -1.251
Cl1 5.551 -4.001 -0.481
H8 3.230 -3.722 -2.085
C11 2.236 -3.354 1.624
C12 -3.121 -0.108 -3.542
C13 -1.778 4.864 0.118
H9 -0.487 -3.396 1.905
C14 0.112 1.733 0.767
H10 1.906 3.683 0.283
S2 1.589 -0.381 1.181
S3 1.378 2.215 4.209
C15 -0.137 -2.874 1.001
H11 -0.856 -3.074 0.210
C16 -0.167 3.118 0.461
C17 1.624 -3.378 -0.700
C18 0.879 4.018 0.235
Br1 0.994 -0.556 -3.361
H12 -0.446 -0.952 -0.903
C19 -0.844 -0.478 -2.920
O4 -4.165 -0.397 0.496
H13 -1.471 -0.028 -4.920
S4 -0.557 -1.021 3.899
H14 1.964 -3.271 2.671
C20 1.254 -3.231 0.637
C21 -1.226 -0.698 -1.610



(5)
3 unconnected molecules or ions with the total composition C6H15NO2. Source: OMol25; level of theory: ωB97M-V with the def2-TZVPD basis set.

Properties
E_HOMO: -0.2764 Eh
Energy above the lowest of the compared OMol25 structures with the same formula, charge and spin: 404.7 kJ/mol
Total charge: 0
E_tot: -12047.2174 eV

Geometry (Å):
H1 2.556 -1.101 1.902
H2 -2.980 -0.009 -1.004
H3 0.018 -0.278 0.210
H4 -2.200 0.813 0.451
C1 -2.063 0.289 -0.494
C2 1.949 -1.073 0.994
H5 -0.820 3.147 -1.130
C3 -0.841 0.078 -0.983
C4 -0.605 -0.581 -2.309
H6 -0.405 -2.045 2.010
N1 0.661 -0.410 1.238
H7 -0.279 0.163 -3.043
H8 -1.494 -1.075 -2.719
H9 0.378 -1.028 3.247
H10 0.191 -1.331 -2.248
H11 1.774 -2.092 0.647
H12 -1.076 -0.452 2.394
C5 -0.155 -1.022 2.293
C6 0.465 1.822 -0.712
O1 -0.161 2.634 -1.621
H13 2.489 -0.521 0.227
O2 0.506 2.128 0.497
H14 1.302 1.330 -1.226
H15 0.790 0.614 1.381



(6)
7 unconnected molecules or ions with the total composition C46H94Br2N10O8P in a non-equilibrium geometry. Source: OMol25; level of theory: ωB97M-V with the def2-TZVPD basis set.

Properties
E_HOMO: -0.3760 Eh
Total charge: +1
E_tot: -229858.0688 eV

Geometry (Å):
C1 -5.430 3.433 6.492
H1 0.922 0.818 -3.848
H2 -6.615 7.370 3.285
C2 6.334 -2.865 3.524
C3 -3.091 -6.425 -10.655
C4 3.521 -1.802 -1.273
H3 -5.098 7.266 4.367
H4 -0.339 -5.953 0.186
N1 4.193 -2.792 4.793
H5 -5.153 -2.392 4.612
H6 -2.561 -3.580 -2.434
H7 -1.378 7.548 7.099
H8 7.137 3.508 -1.288
H9 6.170 -2.465 6.498
H10 3.221 -1.202 1.374
H11 -5.337 5.623 5.784
H12 0.882 1.090 -5.593
H13 -0.887 -3.969 -2.842
C5 8.857 3.096 -3.369
Br1 -3.601 2.551 0.714
C6 2.313 -1.777 -0.340
H14 -0.381 -4.361 0.378
H15 0.546 -0.639 0.107
N2 -4.383 2.810 3.813
C7 1.498 -1.413 -6.477
H16 7.235 -3.763 5.934
H17 -1.879 8.403 5.525
C8 -3.810 -5.349 -8.431
H18 -2.404 -6.941 -8.713
H19 2.626 2.446 5.232
H20 9.455 1.813 -1.786
H21 4.377 -1.789 4.839
Br2 -6.976 1.258 3.988
H22 1.565 -2.773 -4.165
H23 -2.377 -7.144 -11.066
H24 5.850 -3.125 2.576
H25 -1.404 -1.615 -7.977
H26 7.492 0.520 -1.466
O1 -4.083 -4.000 -8.802
C9 -3.361 2.056 4.270
H27 -3.009 7.170 6.325
H28 -5.618 -0.014 0.351
N3 8.088 3.214 -1.059
O2 0.290 -2.030 -6.916
O3 2.097 0.645 0.236
H29 7.655 0.074 4.106
H30 -3.113 -5.578 -11.345
H31 -1.973 0.332 4.537
H32 -6.585 4.550 4.960
H33 8.997 2.440 -4.233
H34 -2.315 2.984 6.211
C10 -1.169 6.190 5.262
N4 0.957 -1.957 -4.107
P1 -5.239 5.253 2.719
C11 -2.056 6.237 3.065
H35 -3.775 -4.871 -0.686
H36 -1.799 -4.244 -9.638
H37 -5.307 1.852 8.346
H38 -5.387 -2.899 -9.923
H39 -7.146 0.546 1.229
C12 7.339 -0.909 4.466
H40 -4.959 7.777 2.565
C13 -4.870 -3.861 -9.974
H41 7.338 -3.305 3.488
H42 -4.228 -3.838 -10.855
H43 1.795 -0.613 -7.165
H44 2.459 1.972 2.505
H45 4.365 -1.225 -0.888
H46 1.235 -0.219 -1.451
N5 -1.855 5.332 4.215
H47 -5.257 -0.811 6.529
H48 0.072 -2.288 -4.496
N6 -0.354 -5.083 -0.344
N7 2.765 -2.050 1.031
C14 -5.381 1.985 3.055
C15 -6.203 0.928 0.699
O4 6.146 1.622 -2.488
H49 3.878 -2.828 -1.403
H50 8.225 -1.540 4.572
C16 -3.029 4.683 4.818
C17 0.220 2.816 5.323
O5 0.076 6.014 5.512
C18 -1.574 -3.790 -2.010
H51 1.651 -2.594 -0.651
H52 3.682 -2.904 3.918
H53 5.697 -4.138 6.716
C19 6.191 -3.449 6.025
N8 -1.490 -5.163 -9.318
H54 7.773 0.533 -3.198
C20 -5.504 7.073 3.310
H55 2.268 -2.188 -6.557
H56 -3.094 0.066 3.080
H57 4.085 0.792 -0.305
H58 2.919 1.263 -1.588
C21 -4.405 4.300 4.121
C22 -0.993 2.862 4.342
C23 3.127 1.270 -0.515
H59 2.506 -0.699 -4.725
H60 7.975 2.690 -0.192
H61 -3.357 -2.372 3.907
H62 0.111 3.007 6.454
H63 -1.692 -5.891 -1.729
C24 5.491 -3.468 4.668
N9 -4.724 -0.026 6.104
H64 -3.266 5.029 5.910
H65 6.060 3.215 -3.798
C25 1.472 -0.922 -5.013
C26 -3.044 -2.768 0.631
C27 -1.618 -5.005 -1.088
H66 -1.337 -0.877 -6.382
H67 -2.751 7.129 3.277
C28 8.526 2.291 -2.114
H68 5.307 -4.519 4.418
H69 -4.729 -5.947 -8.450
C29 -5.484 4.550 5.351
H70 -2.899 -6.019 0.310
H71 0.189 2.168 1.109
C30 1.495 -0.471 -0.416
H72 8.085 3.828 -3.616
O6 -2.745 -4.114 0.959
C31 -1.891 7.390 6.064
C32 7.492 1.168 -2.350
C33 1.641 2.494 4.651
H73 4.757 2.040 -3.924
H74 -3.832 -2.692 -0.123
H75 -0.350 -0.210 -7.728
N10 -1.083 2.663 2.925
H76 -4.078 -6.896 -10.659
C34 0.153 2.359 2.256
C35 5.834 2.148 -3.768
H77 6.853 -0.760 5.431
O7 6.412 -1.440 3.532
H78 -1.152 -4.988 -8.372
H79 9.785 3.657 -3.225
C36 1.495 2.252 3.086
H80 3.263 -1.413 -2.262
H81 -2.440 5.631 2.145
H82 -6.482 1.504 -0.271
C37 0.666 0.359 -4.808
C38 -5.199 1.757 1.646
H83 3.205 2.310 -0.184
H84 -3.493 -5.306 -7.383
H85 6.355 1.619 -4.570
C39 -3.992 -0.449 5.083
C40 -2.680 -6.021 -9.241
C41 -0.741 -1.119 -7.263
C42 -3.059 0.483 4.152
H86 -2.141 -2.254 0.298
H87 -3.702 -2.612 5.732
C43 -5.252 2.754 7.619
C44 -4.051 -2.056 4.772
H88 1.947 -2.143 1.632
H89 -7.465 5.250 2.949
H90 -5.620 -4.652 -10.064
H91 -1.221 -2.888 -1.504
H92 -3.386 -2.266 1.541
O8 -6.854 4.710 2.389
H93 -0.412 0.182 -4.792
C45 -2.438 3.149 5.067
C46 -2.836 -5.022 -0.139
H94 -1.016 6.683 2.775



(7)
A molecular structure, C8H9BeNO5 in a non-equilibrium geometry. Source: OMol25; level of theory: ωB97M-V with the def2-TZVPD basis set.

Properties
E_HOMO: -0.5501 Eh
Energy above the lowest of the compared OMol25 structures with the same formula, charge and spin: 11.2 kJ/mol
Total charge: +2
E_tot: -20553.6761 eV

Geometry (Å):
C1 -0.012 -1.603 -4.697
O1 -0.028 3.283 -0.596
H1 0.927 -2.164 -4.606
O2 -2.996 0.043 -0.597
H2 0.920 0.253 -5.196
C2 -0.016 -0.292 -5.016
H3 0.577 -4.039 0.236
C3 0.118 0.586 1.850
H4 -1.826 -1.308 2.240
O3 0.090 -1.744 0.457
C4 -1.895 -0.026 -0.255
O4 0.233 0.922 2.946
O5 3.060 -0.183 -0.349
H5 -0.955 0.256 -5.172
C5 -1.547 -2.366 2.193
Be1 -0.250 -0.207 0.324
C6 -0.021 2.155 -0.738
H6 -1.204 -2.675 3.198
C7 1.939 0.015 -0.396
H7 -2.444 -2.971 1.965
N1 -0.107 -3.889 0.970
C8 -0.503 -2.646 1.187
H8 -0.549 -4.637 1.479
H9 -0.949 -2.165 -4.585



(8)
A molecular structure, H37O19 in a non-equilibrium geometry. Source: OMol25; level of theory: ωB97M-V with the def2-TZVPD basis set.

Properties
E_HOMO: -0.2394 Eh
Energy above the lowest of the compared OMol25 structures with the same formula, charge and spin: 775.3 kJ/mol
Total charge: -1
E_tot: -39500.2462 eV

Geometry (Å):
H1 -0.764 -2.028 -3.390
H2 -4.153 -2.245 -0.303
O1 0.300 0.350 0.471
H3 1.564 3.115 -0.673
H4 -0.680 0.808 -1.187
O2 2.328 -0.403 -4.240
O3 -1.353 -0.959 1.763
H5 2.032 -4.707 -0.574
H6 3.551 -2.408 1.041
H7 4.171 -1.120 0.448
O4 -2.191 1.178 3.966
H8 2.262 0.484 -3.703
H9 0.793 2.044 -1.849
H10 -1.428 2.713 -0.004
H11 -1.590 -0.163 1.400
H12 -1.901 -1.569 1.425
O5 2.030 -3.702 -0.491
H13 -2.468 -4.041 1.288
H14 -0.021 2.471 2.750
H15 -3.129 1.883 -0.172
O6 0.760 -1.354 3.993
H16 -0.790 2.117 -4.585
H17 -1.572 0.568 3.539
H18 -0.472 3.607 -0.844
O7 -1.380 -1.728 -2.828
O8 -2.000 -4.082 0.312
H19 4.093 0.911 2.820
H20 2.004 -0.884 -3.656
H21 2.162 2.722 -2.466
O9 0.167 -2.147 -0.810
H22 0.965 3.856 0.480
H23 0.468 -1.893 -1.782
H24 -1.722 1.904 4.324
H25 1.138 -3.364 -0.149
H26 0.162 -1.276 3.314
H27 -0.595 1.497 -3.172
H28 1.141 0.263 0.381
H29 -0.273 1.865 1.435
H30 -0.446 -2.892 -0.716
O10 -1.334 0.748 -1.843
O11 -0.150 1.736 -3.964
H31 -1.912 0.990 -0.785
O12 4.308 -1.703 1.224
O13 1.799 2.026 -1.824
H32 -2.763 -3.596 0.038
O14 -0.291 2.681 1.904
H33 -0.323 -0.312 0.047
O15 3.289 1.424 3.177
H34 2.824 1.388 2.275
O16 -3.596 -2.037 0.528
O17 1.687 3.930 -0.125
H35 -1.071 -1.045 -2.283
H36 1.296 -0.612 3.767
H37 -3.580 -1.001 0.654
O18 -2.635 1.213 0.257
O19 -0.711 2.779 -0.603